Computed, not measured: a 2-piece molecular cluster, C5H16NOS2 overall at a distorted geometry, with wB97M-V/def2-TZVPD.

Output
- Maximum force: 2.25 eV/A
- Calculated total energy: -1126.2099 hartree
- Energy relative to the best compared isomer or geometry (same formula, charge and spin): 0.0 kJ/mol
- Total charge: +1
- LUMO level: -2.99 eV

Last column: Löwdin charge in e.
Atoms and positions in Å:
N 0.187 -2.458 0.869  0.13
C -0.595 -1.612 1.835  -0.20
C -0.259 -0.151 1.661  -0.33
S -1.309 0.545 0.251  0.59
S -0.934 -0.655 -1.267  0.23
C -0.614 2.213 0.160  -0.40
C 0.492 2.357 -0.883  -0.31
C 1.915 2.175 -0.333  -0.10
H -0.345 -3.035 0.218  0.15
H 0.826 -1.925 0.244  0.06
H 0.804 -3.070 1.369  0.16
H -1.650 -1.852 1.757  0.13
H -0.285 -1.910 2.833  0.13
H -0.488 0.502 2.497  0.10
H 0.744 0.011 1.267  0.08
H -0.240 2.476 1.144  0.09
H -1.394 2.903 -0.159  0.09
H 0.517 3.402 -1.212  0.11
H 0.290 1.847 -1.820  0.08
H 2.277 1.167 -0.563  0.05
H 2.669 2.851 -0.736  0.08
H 1.999 2.348 0.742  0.08
H 2.597 -0.994 -1.391  0.06
H 1.410 -1.710 -1.984  0.02
O 1.975 -1.710 -1.202  -0.10

---

Computed, not measured: one molecule with the formula C5H8O, with wB97M-V/def2-TZVPD.

Output
- Maximum force: 0.77 eV/A
- Calculated total energy: -270.5043 hartree
- Energy relative to the best compared isomer or geometry (same formula, charge and spin): 140.7 kJ/mol
- SMILES: C=CCC(C)=O
- LUMO level: 0.95 eV

Last column: Löwdin charge in e.
Atoms and positions in Å:
C 2.034 -0.686 0.108  0.00
C 1.159 -0.416 -0.859  -0.19
C 0.292 0.803 -0.674  -0.13
C -0.522 0.320 0.545  -0.46
C -1.986 0.033 0.401  -0.01
O 0.035 0.066 1.589  0.06
H 2.335 0.090 0.806  0.07
H 2.364 -1.692 0.337  0.06
H 0.786 -1.194 -1.522  0.10
H 0.875 1.684 -0.381  0.12
H -0.339 1.070 -1.529  0.11
H -2.221 -0.814 1.050  0.09
H -2.533 0.910 0.760  0.09
H -2.279 -0.175 -0.630  0.08

---

Computed, not measured: C31H32AsNSSeSiW as an isolated structure, with wB97M-V/def2-TZVPD.

Output
- Maximum force: 0.71 eV/A
- Calculated total energy: -6646.7625 hartree
- Total charge: +2
- LUMO level (spin up / spin down): -7.41 / -7.41 eV

Last column: Löwdin charge in e.
Atoms and positions in Å:
W 0.060 -0.918 -0.606  0.63
C -1.943 -3.116 0.589  -0.02
C -1.741 -2.016 1.581  -0.27
C -2.349 -2.057 2.840  0.02
C -2.132 -1.051 3.744  0.07
C -1.298 0.035 3.410  -0.13
C -1.030 1.107 4.295  0.01
C -0.216 2.133 3.905  -0.03
C 0.361 2.132 2.619  -0.05
C 0.113 1.104 1.746  -0.55
S 0.808 1.075 0.111  0.67
C -0.718 0.038 2.132  -0.23
N -0.947 -0.989 1.231  -0.06
H -2.653 -3.850 0.964  0.10
H -1.000 -3.634 0.390  0.08
H -2.334 -2.732 -0.358  0.06
H -2.984 -2.896 3.083  0.13
H -2.599 -1.082 4.721  0.14
H -1.481 1.100 5.279  0.13
H -0.009 2.953 4.578  0.13
H 1.005 2.950 2.318  0.12
C 4.819 -3.318 -0.184  -0.21
Si 3.777 -1.810 0.046  0.29
C 4.354 -0.317 -0.878  -0.20
C 3.291 -1.488 1.809  -0.20
Se 1.728 -2.489 -1.074  0.41
H 5.796 -3.148 0.277  0.05
H 4.985 -3.535 -1.240  0.04
H 4.376 -4.195 0.288  0.04
H 5.306 0.019 -0.460  0.05
H 3.645 0.508 -0.798  0.01
H 4.515 -0.540 -1.934  0.05
H 4.192 -1.294 2.397  0.05
H 2.788 -2.350 2.250  0.04
H 2.646 -0.612 1.894  0.01
C 1.250 0.951 -6.318  -0.05
C 0.318 1.813 -5.760  -0.05
C -0.469 1.397 -4.695  -0.09
C -0.316 0.106 -4.200  -0.36
C 0.635 -0.755 -4.742  -0.11
C 1.411 -0.330 -5.808  -0.05
As -1.388 -0.450 -2.703  1.25
C -2.246 -2.151 -3.009  -0.38
C -1.468 -3.290 -3.217  -0.13
C -2.079 -4.528 -3.342  -0.05
C -3.460 -4.633 -3.244  -0.04
C -4.232 -3.501 -3.020  -0.05
C -3.630 -2.257 -2.895  -0.10
C -2.780 0.838 -2.463  -0.41
C -3.636 1.106 -3.530  -0.11
C -4.659 2.026 -3.367  -0.04
C -4.826 2.673 -2.148  -0.04
C -3.971 2.405 -1.089  -0.05
C -2.943 1.486 -1.244  -0.11
H 1.856 1.279 -7.151  0.12
H 0.196 2.813 -6.155  0.12
H -1.194 2.076 -4.267  0.10
H 0.783 -1.751 -4.345  0.08
H 2.142 -1.000 -6.240  0.12
H -0.389 -3.225 -3.288  0.06
H -1.477 -5.409 -3.518  0.12
H -3.936 -5.599 -3.345  0.12
H -5.309 -3.584 -2.948  0.12
H -4.240 -1.381 -2.721  0.10
H -3.506 0.606 -4.483  0.12
H -5.325 2.240 -4.192  0.12
H -5.624 3.392 -2.026  0.12
H -4.101 2.915 -0.144  0.12
H -2.268 1.291 -0.417  0.07

---

Computed, not measured: C33H47BN4O2P2Pt as an isolated structure at a distorted geometry, with wB97M-V/def2-TZVPD.

Output
- Maximum force: 4.47 eV/A
- Calculated total energy: -2481.2246 hartree
- Spin multiplicity: 5
- Energy relative to the best compared isomer or geometry (same formula, charge and spin): 0.0 kJ/mol
- Total charge: +2
- LUMO level (spin up / spin down): -6.22 / -8.41 eV

Last column: Löwdin charge in e.
Atoms and positions in Å:
Pt 0.585 -1.068 0.104  0.92
C 1.680 -1.618 -2.264  -0.16
C 0.496 -1.250 -2.823  -0.24
C -0.198 -2.292 -3.681  -0.15
C -0.488 -3.598 -2.925  -0.14
C -0.291 -3.542 -1.434  -0.08
C 0.894 -3.496 -0.729  -0.18
C 2.195 -3.810 -1.482  -0.16
C 2.343 -2.916 -2.693  -0.15
C 0.954 -1.139 2.208  -0.15
H 2.335 -0.972 -1.670  0.08
H 0.382 -0.269 -3.307  0.09
H 0.488 -2.530 -4.519  0.14
H -1.105 -1.892 -4.163  0.13
H -1.530 -3.880 -3.112  0.13
H 0.107 -4.388 -3.393  0.14
H -1.203 -3.824 -0.883  0.11
H 0.940 -3.868 0.305  0.10
H 2.290 -4.866 -1.765  0.14
H 3.048 -3.585 -0.822  0.12
H 3.386 -2.802 -2.998  0.14
H 1.854 -3.328 -3.572  0.10
H 2.045 -0.960 2.237  0.04
H 0.779 -2.156 2.571  0.01
H 0.407 -0.453 2.885  0.02
P -1.807 -1.246 0.580  1.06
P 0.170 0.833 -1.451  1.07
N -2.241 -2.905 1.075  -0.22
N -3.102 -0.416 1.442  -0.22
N 2.206 1.332 -2.069  -0.12
N 0.006 2.614 -1.654  -0.21
C -2.251 -0.971 -1.184  -0.30
C -1.595 0.328 -1.786  -0.33
C -1.243 -3.735 1.611  -0.21
C -1.781 -4.953 1.971  -0.05
C -3.188 -4.894 1.688  -0.04
C -3.432 -3.651 1.106  -0.10
C -3.109 -0.289 2.852  -0.12
C -4.410 -0.380 3.317  -0.04
C -5.267 -0.550 2.159  -0.05
C -4.455 -0.513 1.041  -0.15
C 3.325 1.208 -1.249  -0.04
C 4.468 0.933 -2.030  0.01
C 4.052 0.978 -3.391  -0.01
C 2.681 1.304 -3.391  -0.06
C 0.629 3.552 -2.479  -0.12
C 0.125 4.813 -2.186  -0.04
C -0.878 4.640 -1.182  -0.06
C -0.934 3.285 -0.882  -0.16
H -3.351 -0.881 -1.248  0.08
H -1.931 -1.868 -1.771  0.07
H -1.714 0.201 -2.872  0.09
H -2.159 1.223 -1.497  0.07
H -0.260 -3.360 1.848  0.05
H -1.215 -5.771 2.407  0.11
H -3.901 -5.692 1.854  0.11
H -4.347 -3.211 0.720  0.11
H -2.175 -0.143 3.383  0.10
H -4.743 -0.331 4.352  0.11
H -6.349 -0.709 2.176  0.12
H -4.739 -0.580 -0.004  0.10
H 3.262 1.246 -0.165  0.12
H 5.444 0.643 -1.648  0.12
H 4.615 0.701 -4.276  0.12
H 2.029 1.472 -4.253  0.14
H 1.373 3.280 -3.205  0.08
H 0.437 5.736 -2.656  0.11
H -1.489 5.398 -0.724  0.11
H -1.577 2.691 -0.252  0.11
C 2.240 3.913 1.217  0.01
C 1.812 2.718 2.060  -0.44
C 2.684 2.645 3.298  0.00
O 1.944 1.512 1.271  -0.01
B 0.698 0.959 0.851  -0.79
O -0.292 1.789 1.445  0.01
C 0.270 2.757 2.416  -0.42
C -0.058 2.285 3.812  -0.02
C -0.422 4.102 2.281  0.00
H 3.309 3.833 0.972  0.10
H 2.118 4.880 1.747  0.11
H 1.667 3.967 0.284  0.08
H 3.738 2.561 3.015  0.10
H 2.590 3.545 3.916  0.11
H 2.440 1.786 3.913  0.08
H 0.219 3.044 4.541  0.11
H -1.138 2.150 3.896  0.10
H 0.447 1.360 4.074  0.08
H -0.377 4.518 1.277  0.06
H -1.473 3.981 2.576  0.11
H 0.013 4.834 2.983  0.11